[1]
# C55H57N4O

A cluster of 2 separate species, C55H57N4O in total (ωB97M-V with the def2-TZVPD basis set, the OMol25 dataset).

Geometry as XYZ:
```
117
Properties=species:S:1:pos:R:3:forces:R:3
C 0.248 -1.345 7.688 -0.1 0.0 0.2
C 0.372 -1.600 6.216 0.0 0.0 -0.1
C 1.236 -0.815 5.453 0.0 -0.2 -0.4
C 1.295 -0.963 4.061 -0.2 0.2 0.6
C 2.210 -0.073 3.274 0.2 0.4 -0.1
C 0.466 -1.925 3.472 0.0 0.5 0.6
N 0.457 -2.032 2.048 -0.2 -1.5 -1.2
C 1.478 -2.683 1.368 -1.3 0.2 -0.2
C 2.769 -3.055 1.938 1.2 -0.5 0.0
C 3.833 -2.794 1.055 0.0 0.0 0.5
C 5.148 -3.004 1.458 -0.2 -0.1 0.2
C 5.407 -3.525 2.734 -0.2 0.0 -0.2
C 4.351 -3.898 3.579 -0.1 0.1 -0.3
C 3.025 -3.668 3.194 -0.1 0.4 -0.6
N 1.164 -2.847 0.111 -0.1 1.0 0.2
N -0.099 -2.284 -0.062 1.3 -0.9 1.3
C -0.828 -2.733 -1.219 -0.5 -0.1 -1.2
C -0.970 -4.116 -1.447 -0.7 0.4 -0.1
C -0.194 -5.141 -0.696 0.1 -0.6 0.1
C -1.854 -4.541 -2.447 0.1 0.4 -0.2
C -2.543 -3.631 -3.263 0.2 0.0 0.4
C -3.490 -4.072 -4.334 -0.1 0.0 -0.1
C -2.250 -2.276 -3.134 0.5 -0.5 0.1
C -1.305 -1.843 -2.203 -0.2 -0.3 0.3
C -0.799 -0.461 -2.371 -0.4 0.5 0.2
C -0.589 -1.874 1.151 1.1 0.5 -0.9
C -1.601 -0.820 1.286 -2.6 1.0 2.6
O -1.914 -0.129 0.285 1.0 -0.5 0.3
C -2.034 -0.468 2.697 0.9 -0.2 -3.0
C -3.024 -1.287 3.426 0.3 -0.9 0.9
C -1.493 0.745 3.205 -0.3 1.2 0.2
C -0.686 1.599 2.389 0.1 0.1 0.3
C -0.007 2.690 2.914 -0.5 -0.4 0.0
C -0.156 3.017 4.262 0.3 0.1 0.4
C -0.959 2.222 5.090 -0.1 0.1 -0.3
C -1.665 1.142 4.575 0.1 -0.4 -0.6
C -0.287 -2.832 4.222 -0.2 0.4 0.4
C -0.994 -3.989 3.573 -0.4 -0.3 0.0
C -0.379 -2.609 5.604 0.4 -0.1 -0.4
H -0.458 -2.058 8.128 0.2 0.2 0.1
H 1.221 -1.439 8.192 -0.3 0.0 -0.1
H -0.126 -0.326 7.868 0.1 -0.3 0.0
H 1.848 -0.046 5.945 -0.3 -0.4 -0.3
H 1.822 0.149 2.274 0.1 -0.1 0.2
H 2.327 0.888 3.795 -0.1 -0.3 -0.2
H 3.216 -0.507 3.172 -0.3 -0.1 0.0
H 3.572 -2.407 0.067 0.3 -0.1 0.4
H 5.953 -2.757 0.766 -0.1 -0.1 0.3
H 6.439 -3.673 3.056 -0.3 0.0 -0.1
H 4.564 -4.376 4.542 -0.1 0.3 -0.4
H 2.194 -3.968 3.840 0.4 0.2 -0.2
H -0.183 -6.051 -1.299 0.0 0.0 0.2
H 0.841 -4.818 -0.552 -0.4 -0.3 0.1
H -0.653 -5.387 0.271 0.2 0.1 -0.1
H -1.984 -5.615 -2.602 0.0 0.3 0.0
H -4.265 -3.310 -4.466 0.0 -0.2 0.0
H -2.960 -4.170 -5.289 -0.1 -0.1 0.1
H -3.951 -5.031 -4.092 0.0 0.1 -0.1
H -2.689 -1.551 -3.833 0.3 -0.3 0.3
H -1.391 0.184 -1.730 0.1 0.1 0.1
H 0.248 -0.348 -2.095 -0.1 -0.2 0.0
H -0.948 -0.136 -3.404 0.2 -0.1 0.0
H -3.935 -0.718 3.692 0.3 -0.1 -0.2
H -3.355 -2.166 2.851 0.1 0.4 0.1
H -2.591 -1.655 4.374 -0.4 0.0 0.0
H -0.615 1.384 1.322 0.1 0.1 0.3
H 0.635 3.280 2.257 -0.2 0.0 0.2
H 0.353 3.891 4.668 -0.1 -0.2 0.0
H -1.048 2.456 6.152 0.0 0.1 -0.3
H -2.340 0.560 5.214 0.4 0.2 -0.2
H -1.535 -4.561 4.337 0.1 0.1 -0.2
H -1.735 -3.672 2.823 0.3 -0.1 0.2
H -0.291 -4.687 3.090 -0.1 0.3 0.1
H -1.028 -3.247 6.213 0.3 0.2 -0.3
C -3.826 2.130 -2.527 -0.4 -0.4 0.3
C -3.227 3.158 -3.487 -0.1 -0.5 -0.2
C -4.187 3.352 -4.669 -0.4 0.0 0.1
C -2.974 4.483 -2.746 0.2 0.4 0.2
C -1.900 2.681 -4.038 -0.6 0.4 -1.2
N -1.708 2.656 -5.371 -0.5 -0.3 1.3
C -0.363 2.695 -5.696 1.0 0.2 0.1
C 0.368 2.717 -4.490 0.0 0.5 -0.6
C 1.698 3.124 -4.588 0.3 -0.1 -0.1
C 2.274 3.341 -5.852 -0.3 0.0 0.1
C 1.527 3.238 -7.034 -0.2 -0.3 0.3
C 0.163 2.944 -6.958 0.2 -0.3 0.1
C -0.627 2.573 -3.390 0.8 -0.2 1.2
C -0.420 2.378 -2.020 -0.5 0.9 -1.7
C 0.916 2.503 -1.475 1.5 -0.6 0.5
C 1.986 1.669 -1.909 -0.4 0.6 -0.1
C 3.292 2.052 -1.641 -0.2 0.0 0.1
C 3.552 3.270 -1.001 -0.2 -0.1 0.0
C 4.951 3.783 -0.990 0.4 0.1 0.2
C 2.506 4.005 -0.431 0.2 -0.3 0.0
C 1.196 3.589 -0.604 -0.8 -0.4 -0.7
H -3.259 2.017 -1.596 -0.1 0.1 -0.2
H -4.841 2.457 -2.262 0.3 -0.1 0.0
H -3.917 1.129 -2.973 0.1 0.3 0.0
H -3.830 4.072 -5.414 0.0 -0.1 0.2
H -4.374 2.383 -5.147 0.0 0.1 -0.1
H -5.158 3.717 -4.323 0.2 0.0 0.1
H -2.581 5.264 -3.410 -0.1 -0.2 0.0
H -3.895 4.872 -2.291 0.1 -0.3 -0.2
H -2.239 4.351 -1.942 -0.3 0.0 -0.2
H -2.428 2.699 -6.082 0.0 0.2 0.4
H 2.279 3.319 -3.691 0.0 -0.1 -0.3
H 3.320 3.630 -5.920 -0.2 0.0 0.1
H 2.002 3.392 -8.004 -0.2 0.0 0.3
H -0.476 2.893 -7.840 0.2 0.1 0.2
H -1.253 2.242 -1.328 0.1 0.3 -0.2
H 1.788 0.791 -2.537 0.1 0.5 0.4
H 4.142 1.448 -1.979 -0.4 0.2 0.0
H 5.019 4.743 -0.478 0.1 0.0 -0.1
H 5.622 3.079 -0.495 0.0 0.0 0.0
H 5.316 3.903 -2.017 0.0 0.0 0.2
H 2.728 4.906 0.144 -0.1 -0.3 -0.2
H 0.347 4.153 -0.198 0.4 -0.1 -0.1
```
Forces are in eV/Å.

Results
- HOMO-LUMO gap: 0.1093 Eh
- Net charge: +1
- Energy above the lowest of the compared OMol25 structures with the same formula, charge and spin: 101.4 kJ/mol
- E_LUMO: -4.29 eV
- HOMO: -7.265 eV

---

[2]
# C55H58GeHfN7O3PS

A structure of composition C55H58GeHfN7O3PS (ωB97M-V with the def2-TZVPD basis set, the OMol25 dataset).

Geometry as XYZ:
```
127
Properties=species:S:1:pos:R:3:forces:R:3
Hf -0.102 0.404 0.295 3.4 -1.8 -0.9
N 1.720 1.570 1.080 0.4 0.1 0.5
C 3.138 1.560 0.586 0.3 0.1 -0.3
C 3.450 2.730 -0.335 -0.1 -0.2 -0.1
C 2.877 2.639 -1.750 -0.1 0.1 0.2
C 1.371 2.859 -1.881 0.3 0.2 0.1
N 0.591 1.599 -1.698 -0.6 0.4 0.0
H 1.440 2.556 1.118 0.0 0.0 0.0
H 1.762 1.295 2.059 -0.1 0.1 0.0
H 3.341 0.621 0.071 0.0 0.0 0.1
H 3.812 1.616 1.441 -0.1 -0.1 0.1
H 4.536 2.783 -0.418 0.0 0.0 0.1
H 3.123 3.665 0.133 0.1 0.0 0.0
H 3.153 1.679 -2.199 0.0 0.0 -0.1
H 3.369 3.412 -2.341 0.0 0.0 -0.1
H 1.176 3.254 -2.880 -0.1 -0.1 0.0
H 1.030 3.605 -1.160 0.0 0.0 0.0
H 0.999 0.942 -2.358 -0.1 -0.2 0.1
H -0.349 1.757 -2.083 0.1 -0.1 -0.2
O -0.440 1.686 2.898 0.4 0.2 0.2
N -0.316 0.300 2.830 -0.2 0.4 -0.5
C -0.869 -0.358 3.773 0.0 0.1 0.1
C -0.829 -1.789 3.934 -0.1 -0.5 -0.1
C -1.412 -2.295 5.102 0.0 0.2 0.0
C -1.427 -3.651 5.361 0.0 -0.1 0.0
C -0.877 -4.524 4.435 0.0 0.1 0.1
C -0.300 -4.034 3.270 0.0 0.1 0.0
C -0.251 -2.671 3.006 -0.2 0.3 -0.1
P 0.738 -2.092 1.556 0.4 -1.1 0.4
C 2.370 -2.344 2.365 0.0 0.5 -0.2
C 2.937 -1.233 2.993 -0.1 0.0 -0.2
C 4.124 -1.340 3.697 0.1 0.1 0.1
C 4.769 -2.565 3.778 -0.1 0.0 0.0
C 4.192 -3.685 3.196 0.0 0.0 0.0
C 2.995 -3.582 2.503 0.0 -0.1 -0.1
C 0.490 -3.515 0.432 -0.2 0.3 -0.1
C 1.515 -4.185 -0.229 0.0 0.0 0.1
C 1.220 -5.213 -1.115 0.0 0.0 0.0
C -0.097 -5.571 -1.357 0.0 0.0 0.0
C -1.127 -4.901 -0.711 -0.1 0.0 0.0
C -0.836 -3.874 0.171 0.1 0.1 0.0
H -0.998 1.957 3.649 -0.2 0.0 -0.1
H -1.410 0.188 4.549 0.1 0.1 0.0
H -1.843 -1.612 5.825 0.0 0.0 0.0
H -1.870 -4.029 6.271 0.0 0.0 0.0
H -0.889 -5.590 4.618 0.0 0.0 0.0
H 0.119 -4.733 2.560 0.0 0.0 0.0
H 2.410 -0.286 2.964 0.1 0.0 0.0
H 4.540 -0.476 4.198 0.0 0.0 0.0
H 5.704 -2.655 4.313 0.0 0.0 0.0
H 4.668 -4.651 3.294 0.0 0.0 0.0
H 2.552 -4.475 2.085 0.0 0.0 0.0
H 2.547 -3.920 -0.050 0.0 0.0 0.0
H 2.029 -5.734 -1.611 0.0 0.0 0.0
H -0.322 -6.379 -2.042 0.0 0.0 0.0
H -2.155 -5.186 -0.888 0.0 0.0 0.0
H -1.635 -3.351 0.685 -0.1 -0.1 0.0
C -4.634 0.262 -3.260 0.0 -0.1 0.0
C -3.275 0.281 -2.637 -0.1 0.2 0.0
N -2.180 0.644 -3.182 0.2 0.0 0.2
O -2.134 1.043 -4.466 0.0 0.1 -0.2
C -3.130 -0.182 -1.225 0.3 0.2 -0.2
C -4.294 -0.750 -0.499 0.1 -0.2 0.2
N -1.962 -0.081 -0.704 -0.4 0.1 -0.2
O -1.731 -0.578 0.568 -1.9 -0.8 0.6
H -4.656 0.748 -4.233 -0.1 0.0 0.0
H -5.350 0.777 -2.621 0.0 0.0 0.0
H -4.976 -0.767 -3.386 0.0 0.0 -0.1
H -3.007 1.029 -4.896 0.0 0.0 0.2
H -5.015 0.041 -0.277 0.0 0.0 -0.1
H -3.967 -1.194 0.438 -0.1 0.0 0.0
H -4.797 -1.505 -1.103 0.0 0.0 0.0
C -5.047 2.809 3.718 0.0 0.0 0.0
C -4.577 1.585 3.263 0.0 0.0 0.0
C -3.537 1.540 2.341 0.0 0.0 -0.1
C -2.967 2.720 1.867 0.3 -0.6 -0.1
C -3.438 3.945 2.333 0.2 0.0 -0.1
C -4.478 3.986 3.251 0.0 0.0 0.0
Ge -1.584 2.772 0.427 -2.1 3.3 0.2
C -2.690 3.350 -1.125 0.4 -0.5 0.1
C -2.146 3.899 -2.288 0.1 -0.2 -0.1
C -2.962 4.444 -3.266 0.1 0.0 -0.1
C -4.340 4.460 -3.097 0.0 0.0 0.1
C -4.897 3.912 -1.947 0.0 0.0 -0.1
C -4.080 3.341 -0.983 0.0 -0.2 0.1
C -0.510 4.426 0.818 0.2 -0.7 0.0
C -0.723 5.588 0.071 -0.1 -0.1 -0.1
C -0.072 6.768 0.400 0.0 0.0 0.0
C 0.829 6.804 1.454 0.0 0.0 0.0
C 1.046 5.660 2.209 0.0 0.0 0.0
C 0.384 4.484 1.894 -0.1 0.0 0.1
H -5.859 2.846 4.431 0.0 0.0 0.0
H -5.022 0.665 3.620 0.0 0.0 0.0
H -3.181 0.581 1.981 -0.1 0.0 0.1
H -3.010 4.868 1.960 0.0 0.0 0.1
H -4.847 4.942 3.596 0.0 0.0 0.0
H -1.073 3.928 -2.435 0.0 0.0 0.0
H -2.520 4.863 -4.161 0.0 0.0 0.0
H -4.977 4.898 -3.854 0.0 0.0 0.0
H -5.968 3.940 -1.796 0.0 0.0 0.0
H -4.530 2.914 -0.095 0.0 0.0 0.0
H -1.430 5.587 -0.744 0.0 0.1 0.0
H -0.280 7.664 -0.169 0.0 0.0 0.0
H 1.349 7.721 1.697 0.0 0.0 0.0
H 1.724 5.684 3.052 0.0 0.0 0.0
H 0.521 3.625 2.538 0.1 0.1 0.0
S 2.468 -3.539 -4.830 0.2 -0.1 -0.1
C 1.941 -2.604 -3.474 -0.1 0.0 0.1
C 2.717 -2.194 -2.386 0.0 0.0 0.0
C 2.132 -1.467 -1.379 0.1 0.3 0.2
N 0.847 -1.075 -1.365 -0.3 0.0 0.1
C 0.098 -1.480 -2.416 -0.1 -0.1 0.1
C 0.587 -2.227 -3.455 0.3 0.0 -0.1
C 4.078 -4.163 -4.360 -0.3 0.1 0.0
C 5.178 -3.337 -4.185 0.2 0.0 -0.1
C 6.388 -3.944 -3.861 -0.3 0.1 -0.1
N 6.516 -5.255 -3.736 0.5 -0.3 0.1
C 5.473 -6.042 -3.941 -0.2 0.2 -0.1
C 4.213 -5.539 -4.254 0.1 -0.1 0.0
H 3.760 -2.466 -2.308 0.0 0.0 0.0
H 2.726 -1.187 -0.515 0.0 -0.1 0.0
H -0.937 -1.184 -2.410 0.0 0.0 -0.1
H -0.069 -2.531 -4.259 -0.1 0.0 0.0
H 5.121 -2.267 -4.332 0.0 0.0 0.0
H 7.284 -3.353 -3.712 0.0 0.0 0.0
H 5.643 -7.109 -3.860 0.0 0.0 0.0
H 3.377 -6.203 -4.432 0.0 0.0 0.0
```
Forces are in eV/Å.

Results
- HOMO-LUMO gap (alpha / beta): 0.2733 / 0.1710 Eh
- Net charge: +3
- E_LUMO (alpha / beta): -7.73 / -10.51 eV
- HOMO (alpha / beta): -15.163 / -15.163 eV
- Spin multiplicity: 2

---

Number 1: F_max 0.07472 Eh/bohr, calculated total energy -65959.7565 eV. Number 2: F_max 0.07594 Eh/bohr, calculated total energy -152471.8592 eV.